1.
The following is a DFT calculation (wB97M-V/def2-TZVPD) of a cluster of 14 separate species, C84H202N6O24 in total in a non-equilibrium geometry.

The geometry in XYZ format:
```
316
Properties=species:S:1:pos:R:3:mulliken_charge:R:1
H 20.417 18.035 20.807 0.1763
H 17.447 15.392 17.835 -0.1954
H 11.704 23.517 19.579 0.2290
H 20.313 20.873 24.005 -0.5182
H 22.017 13.617 19.451 -0.0163
H 24.885 21.768 31.947 0.3578
C 25.671 12.361 22.682 -0.9224
H 18.917 22.491 18.865 0.3095
H 22.375 24.521 29.330 0.3548
C 24.706 20.995 31.181 -1.5243
H 23.295 18.714 26.321 -0.6818
H 25.613 20.134 20.238 0.1456
N 24.272 22.523 29.389 0.3295
H 23.891 10.780 29.871 0.4050
H 20.031 23.133 20.192 0.3594
H 22.387 19.136 29.427 -0.3118
O 22.198 10.285 22.223 -0.1778
C 26.921 15.504 27.747 -1.6882
H 22.069 12.758 25.745 -0.5864
C 21.267 21.461 24.115 2.0602
C 25.895 10.579 24.268 -0.1898
O 15.200 15.179 16.116 -0.3307
H 26.030 17.974 20.839 0.1233
H 20.700 17.536 18.296 -0.0933
H 22.055 11.991 30.647 0.3952
H 14.449 19.227 26.477 0.3269
H 22.821 10.927 26.451 -0.5222
H 13.048 19.093 17.348 -0.0625
C 17.092 18.826 23.580 2.4106
C 20.124 16.344 22.153 -0.5338
C 23.954 13.840 15.755 -0.8873
H 27.949 15.368 27.453 0.5442
H 20.904 24.442 27.306 0.0593
H 27.387 16.901 30.240 0.3620
C 18.388 20.012 21.919 2.7494
H 28.897 18.855 24.506 0.4804
H 13.950 16.285 17.600 0.2855
O 20.735 22.927 25.899 -0.1347
O 17.390 20.040 22.942 -0.6806
H 20.104 19.397 29.013 0.2641
C 22.945 12.530 30.517 -0.7891
H 17.674 21.835 20.999 0.7727
C 22.810 9.439 28.044 -1.5011
H 13.131 19.619 25.287 0.2254
O 19.465 21.184 20.317 0.3286
H 17.599 20.137 16.834 0.5663
O 13.402 19.770 19.339 -0.3572
H 13.316 17.364 21.948 0.2818
C 21.001 12.986 15.666 -0.7674
O 26.505 11.734 23.723 -0.5239
C 17.497 18.015 15.292 -1.0288
H 22.574 16.983 11.396 0.2926
C 23.468 20.114 21.767 1.0191
H 24.238 21.092 18.191 -0.1882
H 20.480 15.276 21.945 -0.5715
H 23.503 15.816 20.070 -0.5684
H 18.992 22.087 22.115 -0.3937
C 24.927 22.298 26.945 -0.5047
H 18.125 19.403 21.021 -0.7182
H 19.564 18.315 30.257 0.5066
H 21.433 17.772 15.204 0.4379
H 26.307 13.092 22.152 0.0535
H 22.298 15.326 22.968 0.1551
O 19.587 16.830 15.406 0.2209
H 22.260 8.728 23.760 0.2012
H 13.207 15.696 16.137 0.4215
H 21.233 8.400 22.286 0.2640
H 11.542 20.757 16.790 0.3941
H 24.896 20.394 29.188 -0.1242
H 19.002 19.246 17.341 0.2720
H 26.688 14.745 28.532 0.2917
H 25.415 20.579 16.980 0.1677
H 14.138 19.252 21.470 0.2395
H 21.226 15.703 17.966 -0.5244
C 21.275 16.243 13.723 -0.8642
C 22.141 8.891 22.666 -0.7331
H 28.170 17.204 24.799 0.1591
H 20.564 24.979 25.713 0.4210
H 21.150 11.310 17.604 0.3241
H 20.026 23.204 23.954 0.3057
H 22.977 22.676 18.062 0.0574
H 20.480 15.317 28.200 0.2258
H 22.796 20.235 14.293 0.6613
H 26.385 16.194 19.008 0.4324
C 22.136 23.637 29.861 -1.9716
O 14.924 18.972 24.515 -0.2549
C 19.557 13.245 15.709 -1.5853
C 26.603 13.665 18.937 -0.9314
H 21.218 15.790 11.192 0.2731
H 17.654 19.287 18.341 -0.5504
C 20.631 16.432 18.596 0.1252
H 18.340 13.295 23.856 0.0923
H 24.925 15.618 18.122 -0.1506
H 24.806 12.190 29.443 0.1515
H 23.516 14.009 14.735 0.4084
H 18.765 13.017 21.436 -0.1267
O 20.988 16.244 19.923 0.7226
H 25.091 21.386 13.985 0.2706
C 20.127 16.964 20.785 0.3153
H 24.960 15.240 26.714 -0.6177
H 23.805 12.695 17.451 -0.0455
H 22.501 22.372 28.221 -0.4515
H 24.281 24.090 28.008 0.2885
N 23.394 20.867 16.228 0.6126
C 16.299 19.008 24.781 -1.3219
H 25.883 20.019 14.751 0.2799
H 19.339 18.315 25.903 -0.0379
C 23.613 20.095 14.994 -0.1041
H 21.674 13.288 23.716 -0.2173
H 21.516 22.675 16.940 0.1566
H 23.581 9.042 28.742 0.3154
H 18.080 18.344 23.863 -1.1880
H 23.338 19.205 21.167 -0.8092
C 17.846 13.507 21.209 -1.0075
H 26.622 10.107 24.991 0.2761
H 20.246 12.783 18.036 -0.1893
H 24.056 19.996 22.667 0.3971
C 19.789 22.306 19.542 -0.9705
H 21.757 19.608 22.838 -0.3604
C 20.989 16.770 15.080 0.0529
H 24.405 22.746 15.828 0.3798
H 16.569 13.063 23.374 0.3762
H 19.038 17.869 13.777 0.5200
H 20.671 22.120 18.955 0.0123
H 25.745 16.065 30.416 0.2111
C 21.497 16.867 11.471 -0.7817
N 20.169 17.327 28.490 0.1465
H 15.877 19.387 21.290 0.0221
C 23.327 10.698 27.399 0.7735
H 26.464 16.457 23.604 -0.3177
C 14.159 16.119 16.581 -0.7810
C 26.063 15.120 26.557 1.6225
H 21.524 19.306 30.928 0.6146
H 20.531 11.599 22.451 0.4588
H 22.594 8.738 27.257 0.5049
H 23.192 13.868 28.370 -1.2208
H 22.952 22.443 14.993 0.4976
C 20.300 18.521 26.356 0.0621
C 23.228 13.173 27.536 1.4466
H 14.297 17.031 16.053 0.2343
H 21.381 20.540 21.192 -0.5170
H 11.148 20.248 18.457 0.3515
C 11.870 20.792 17.842 -0.8031
H 21.974 17.725 27.372 -0.6231
H 21.119 11.938 15.357 0.4424
C 21.418 11.272 22.976 -1.3811
C 13.887 16.932 21.087 -1.2943
H 24.437 10.609 27.126 0.0920
H 14.455 20.742 25.451 0.3376
H 24.864 19.779 13.409 0.5973
H 25.295 18.093 28.969 -1.2442
O 21.094 17.271 12.733 -0.2905
N 23.074 11.872 28.236 0.3469
H 19.116 16.841 20.376 0.0616
H 25.371 17.962 23.433 -0.3313
O 15.224 17.478 21.119 0.2211
C 25.412 21.084 20.807 -0.8431
H 25.706 21.971 20.348 0.4278
H 25.247 11.689 21.976 0.5436
H 25.022 13.441 15.675 0.4321
C 24.243 18.933 17.704 0.0582
O 21.982 21.640 22.925 -0.6811
O 11.885 22.175 18.126 -0.4023
H 22.219 14.426 26.032 -0.5986
H 24.849 15.025 29.167 -0.4442
H 15.522 20.001 19.300 0.4796
H 28.434 18.938 30.113 0.4412
C 24.598 13.174 23.221 1.0882
H 25.092 10.940 24.914 -0.2299
N 21.870 13.177 16.856 1.2779
H 19.434 18.862 15.263 0.3517
H 23.100 12.198 19.175 0.3152
C 15.659 14.232 17.078 -0.6418
O 23.527 12.260 23.691 0.2558
H 22.775 24.056 17.118 0.4880
H 18.869 15.769 30.068 0.3796
H 21.866 21.051 24.947 -0.5782
H 23.980 16.332 30.140 0.2499
H 19.296 14.228 16.080 0.1646
H 22.429 21.546 29.757 -0.1115
C 23.269 12.847 16.539 -0.1811
C 17.395 13.774 23.478 -0.7812
C 27.638 17.325 29.207 -0.5939
H 24.078 16.374 24.237 -0.9547
H 23.659 20.644 31.343 0.1801
C 14.191 19.669 25.520 -0.8520
H 21.403 16.205 15.844 -0.4416
O 16.979 13.717 18.925 -0.6371
H 27.031 12.902 19.600 0.2029
C 24.815 23.151 28.227 -1.0903
C 15.054 18.881 20.933 0.2063
C 11.970 22.456 19.538 -0.5344
H 11.212 21.817 19.973 0.2878
H 23.992 14.800 16.325 -0.2569
C 22.045 12.563 19.261 -0.7551
H 23.901 21.794 26.812 -0.0374
H 16.984 17.120 15.137 0.3570
H 16.777 18.091 22.850 -0.2063
H 25.001 18.893 18.515 -0.1500
H 26.246 14.022 26.420 0.3525
H 20.165 19.470 27.000 0.0590
H 19.008 12.531 16.345 0.5247
H 17.630 15.254 20.005 -0.5971
O 24.946 16.346 21.435 0.1866
C 27.807 18.888 29.240 -0.8686
H 27.258 18.689 25.168 0.0942
C 14.718 19.259 19.477 -1.2173
H 24.849 13.705 24.067 -0.1552
H 21.742 16.006 29.228 -0.3628
H 17.068 18.913 14.773 0.2455
H 19.610 16.041 18.437 -0.5457
H 22.740 16.850 22.148 -0.6633
H 17.149 12.652 21.195 0.6397
H 13.416 17.208 20.184 0.2893
O 25.622 14.371 19.624 0.3457
H 21.145 10.930 24.001 0.4690
C 25.363 17.079 28.575 1.4811
H 22.690 13.489 30.140 -0.1669
H 24.392 17.387 19.775 -0.4512
C 18.938 17.992 14.847 -0.6703
C 23.441 22.313 15.981 -0.8167
H 20.276 14.596 30.537 0.3771
C 27.994 18.309 24.481 -0.4777
H 17.026 14.541 24.156 0.1861
H 22.173 17.742 30.441 0.1879
C 16.498 14.806 18.179 1.2365
H 26.301 15.666 25.653 -0.5721
H 25.253 22.954 26.068 0.4714
H 28.576 16.849 28.915 0.4474
H 22.443 23.773 30.900 0.4483
H 25.201 20.106 31.534 0.3810
H 22.487 13.133 22.186 -0.2372
C 24.483 16.354 20.104 1.3577
H 24.264 13.938 22.475 -0.1587
H 20.844 16.529 26.765 -0.2603
C 23.781 18.861 25.337 0.4555
C 22.064 13.471 26.546 0.1845
C 21.663 18.673 30.095 -0.2713
H 20.209 16.211 31.163 0.3221
C 21.265 12.380 17.939 -0.3166
C 22.207 12.590 23.064 0.9262
O 20.976 16.820 23.182 -0.2062
H 27.419 14.308 18.622 0.3837
H 26.874 19.462 29.430 0.0443
H 20.599 15.399 13.504 0.4315
H 22.502 16.455 25.130 -0.6954
C 20.941 22.867 24.503 -1.1215
H 25.857 21.172 21.766 0.2937
N 26.697 16.846 28.162 0.7333
C 25.416 15.633 19.133 -0.7946
H 23.439 12.793 31.476 0.3738
H 16.034 15.592 18.811 -0.5088
O 24.009 21.138 20.986 -0.4806
C 23.054 16.839 24.259 1.5006
C 23.799 11.816 29.534 -0.3574
H 19.095 16.319 22.543 0.4895
C 17.962 19.251 17.321 -0.5955
H 20.926 18.700 25.518 -0.4224
H 21.882 9.624 28.580 0.3015
C 24.346 20.416 17.298 -0.5076
C 26.119 17.168 21.588 -1.1105
H 22.323 15.961 13.734 0.5073
H 24.802 18.541 25.551 -0.4769
O 23.140 18.247 24.242 0.9108
C 18.605 21.422 21.351 -1.1057
H 24.556 18.267 16.858 0.4960
H 24.570 17.060 27.766 -0.6936
C 13.131 20.079 17.976 0.2553
H 12.910 22.209 19.922 0.1888
H 16.572 18.200 25.485 0.4086
O 17.305 18.161 16.712 0.5073
H 26.021 21.618 29.593 0.8618
H 16.492 19.956 25.313 0.4556
H 21.075 17.558 10.712 0.2577
H 25.704 21.590 27.039 0.2331
C 20.697 15.994 29.047 0.9220
H 21.068 23.456 30.030 0.4044
C 22.303 16.377 23.030 0.5060
H 21.469 13.572 14.824 0.1771
H 21.067 13.438 26.988 0.4142
H 13.926 15.900 21.111 0.3630
H 21.605 11.917 20.059 0.1884
H 19.120 13.225 14.690 0.4782
H 19.320 19.607 22.317 -0.8428
H 23.541 19.052 15.237 -0.3196
H 23.970 19.941 25.134 0.0101
H 21.749 23.563 24.207 0.4073
H 19.033 14.178 19.372 -0.8669
H 26.953 16.527 21.374 0.3299
C 17.948 14.214 19.841 2.6587
O 17.527 14.388 22.243 0.1258
H 14.901 18.337 18.993 0.4915
H 25.474 9.786 23.589 0.2342
C 22.034 20.437 22.112 1.2169
H 14.823 13.567 17.555 0.2491
H 16.295 13.522 16.489 0.1360
C 20.330 24.222 26.427 -0.8063
O 27.487 18.281 23.175 -0.5055
C 20.911 17.485 27.222 0.8683
C 24.938 16.078 29.634 -0.0703
H 25.798 23.501 28.426 0.6016
C 19.930 15.650 30.274 -1.6720
H 26.078 13.257 18.064 0.1808
H 14.101 20.546 17.629 0.2981
C 22.834 22.413 29.273 1.2183
H 23.056 8.541 22.075 0.2318
H 23.215 11.880 15.941 0.2360
H 19.215 24.268 26.542 0.2705
C 24.968 20.316 14.309 -1.4949
H 28.236 19.170 28.277 0.2315
C 20.351 18.375 29.465 -1.0664
C 25.006 21.363 29.730 -0.4096
H 23.298 18.510 18.150 -0.1392
C 22.614 22.994 17.092 -0.8408
H 24.162 13.124 26.962 -0.0490
C 26.288 17.445 23.051 1.2263
```

Output
E_HOMO = -8.2 eV
Charge = 0
Max |F| = 4.1 eV/Å
Energy = -148442.7702 eV

2.
The following is a DFT calculation (wB97M-V/def2-TZVPD) of an isolated molecule of C17H16N4O5 in a non-equilibrium geometry.

The geometry in XYZ format:
```
42
Properties=species:S:1:pos:R:3:mulliken_charge:R:1
C 1.612 -0.534 -2.165 -0.1642
C -0.002 1.784 1.479 0.7715
C -1.499 4.667 5.495 -0.5199
C -1.018 2.799 3.499 0.2540
H 3.195 -0.651 -4.317 0.3532
C -0.304 3.990 3.524 -0.6628
H -2.958 3.274 6.233 0.4839
H -5.913 2.030 3.707 0.4066
C -0.122 0.446 0.733 0.2846
C -1.999 2.552 4.474 0.2945
C -0.552 4.920 4.518 -0.6696
H 1.264 1.286 -0.476 0.3289
N 2.121 -4.848 -5.782 1.0026
H -4.153 0.297 3.596 0.3658
C -5.010 2.152 4.300 -1.2722
N -0.807 1.801 2.549 -0.0172
N 0.708 0.431 -0.340 0.1908
O -0.872 -0.434 1.089 -0.6445
H -1.325 0.937 2.712 0.3466
H -4.758 3.210 4.340 0.3699
C 1.113 -3.862 -3.781 -0.5079
H 0.441 4.174 2.768 0.4812
C 0.989 -2.811 -2.901 -0.5163
H -3.674 1.735 2.657 0.2479
O 2.894 -4.715 -6.707 -0.6136
H -1.681 5.390 6.275 0.3843
N 0.812 -0.600 -1.177 -0.6234
H 0.006 5.844 4.531 0.3894
O 1.450 -5.838 -5.579 -0.6143
H -5.202 1.796 5.309 0.2901
O -2.684 1.352 4.443 -0.5935
O 0.739 2.665 1.074 -0.7348
C -2.222 3.486 5.472 -0.2353
C 1.990 -3.751 -4.857 0.0645
C 2.615 -1.550 -4.172 -0.6725
H 0.545 -4.772 -3.658 0.4583
C 2.742 -2.599 -5.057 -0.4659
H 2.227 0.354 -2.354 0.3195
H 0.320 -2.863 -2.058 0.5001
C -3.878 1.352 3.667 -0.1859
C 1.739 -1.642 -3.086 0.6469
H 3.413 -2.547 -5.901 0.4786
```

Output
E_HOMO = -8.9 eV
Charge = 0
Max |F| = 1.4 eV/Å
Energy = -34083.6621 eV